1.
# C26H29IrN4OS3

C26H29IrN4OS3 as an isolated structure (ωB97M-V/def2-TZVPD, the OMol25 dataset).

Geometry as XYZ:
```
64
C26H29IrN4OS3 | the OMol25 dataset | ωB97M-V/def2-TZVPD
Ir -1.28 1.30 -1.48
C -3.55 -0.56 -3.37
N -3.23 -0.41 -1.93
C -2.91 -1.71 -1.33
C -1.60 -2.25 -1.84
N -0.44 -1.35 -1.63
C 0.49 -1.54 -2.76
C 0.19 -1.53 -0.35
C 1.25 -2.40 -0.21
C 1.85 -2.61 1.03
C 1.39 -1.96 2.17
C 0.32 -1.10 2.07
C -0.27 -0.83 0.81
S -1.45 0.39 0.81
C -4.30 0.28 -1.24
C -5.24 -0.38 -0.47
C -6.25 0.33 0.16
C -6.32 1.71 0.02
C -5.37 2.38 -0.74
C -4.36 1.67 -1.38
S -3.11 2.54 -2.31
H -3.97 0.37 -3.75
H -4.27 -1.37 -3.51
H -2.65 -0.78 -3.93
H -3.69 -2.45 -1.54
H -2.87 -1.58 -0.24
H -1.66 -2.43 -2.91
H -1.41 -3.22 -1.37
H 0.71 -2.59 -2.93
H 1.41 -0.99 -2.58
H 0.03 -1.13 -3.66
H 1.62 -2.94 -1.07
H 2.68 -3.30 1.10
H 1.86 -2.12 3.13
H -0.04 -0.58 2.94
H -5.21 -1.46 -0.37
H -6.99 -0.19 0.76
H -7.11 2.27 0.51
H -5.41 3.45 -0.85
C 6.47 -1.28 5.38
C 5.50 -0.87 4.31
O 4.36 -1.23 4.27
S 6.26 0.23 3.10
C 4.90 0.53 2.01
C 4.97 0.08 0.69
C 3.94 0.35 -0.19
C 2.83 1.08 0.23
C 2.77 1.53 1.54
C 3.80 1.27 2.43
C 1.72 1.30 -0.66
C 0.72 1.40 -1.35
H 5.93 -1.61 6.26
H 7.16 -0.47 5.63
H 7.07 -2.11 5.00
H 5.84 -0.48 0.37
H 4.00 0.00 -1.22
H 1.92 2.11 1.87
H 3.76 1.64 3.44
N 0.00 4.32 -2.09
N -0.70 3.75 -0.99
H 0.16 5.31 -1.93
H -0.60 4.23 -2.91
H -1.55 4.25 -0.75
H -0.07 3.73 -0.19
```

The multiplicity is 6. Its charge is +1. Its expectation value of S² is 8.80. For the HOMO energy (alpha / beta), the calculation gives -10.556 / -10.816 eV. As for the energy relative to the best compared isomer or geometry (same formula, charge and spin): 0.183 eV. As for the orbital gap (alpha / beta): 8.50 / 5.09 eV. As for the total energy: -70774.214 eV.

2.
# C26H29MnN3O6S

C26H29MnN3O6S as an isolated structure (ωB97M-V/def2-TZVPD, the OMol25 dataset).

Geometry as XYZ:
```
66
C26H29MnN3O6S | the OMol25 dataset | ωB97M-V/def2-TZVPD
Mn -0.30 1.63 0.68
C -0.63 2.69 -2.47
O 0.27 2.13 -1.53
C 1.57 2.68 -1.59
C 2.40 1.84 -0.65
O 1.77 1.81 0.66
C 2.44 2.50 1.74
C 1.84 1.91 2.99
O 0.43 2.00 2.87
C -0.24 2.69 3.91
H -0.27 2.51 -3.49
H -1.59 2.18 -2.34
H -0.75 3.76 -2.30
H 1.98 2.61 -2.60
H 1.55 3.74 -1.29
H 2.44 0.81 -0.99
H 3.41 2.24 -0.54
H 3.51 2.30 1.67
H 2.26 3.57 1.65
H 2.11 0.86 3.08
H 2.20 2.44 3.88
H -0.05 2.19 4.86
H 0.07 3.74 3.96
H -1.31 2.65 3.69
O -2.17 1.68 0.39
N -2.88 2.82 0.36
C -4.21 2.68 0.13
C -5.00 3.79 0.09
C -4.41 5.04 0.28
C -3.06 5.15 0.51
C -2.27 4.00 0.55
S -0.56 3.97 0.83
H -4.53 1.66 0.00
H -6.06 3.68 -0.09
H -5.02 5.94 0.25
H -2.59 6.11 0.67
O -0.89 -0.26 2.06
C -0.44 -0.91 1.11
N -0.23 -2.23 0.99
C 0.37 -2.55 -0.30
C 0.52 -1.11 -0.90
O 1.06 -0.84 -1.95
N -0.03 -0.23 -0.01
C 1.72 -3.25 -0.14
C 2.73 -3.12 -1.09
C 3.92 -3.81 -0.93
C 4.12 -4.65 0.15
C 3.11 -4.80 1.09
C 1.92 -4.11 0.94
C -0.56 -3.40 -1.17
C -1.51 -4.23 -0.58
C -2.31 -5.06 -1.35
C -2.17 -5.06 -2.73
C -1.23 -4.24 -3.33
C -0.42 -3.42 -2.55
H -0.45 -2.87 1.73
H 2.58 -2.48 -1.94
H 4.70 -3.70 -1.68
H 5.05 -5.19 0.26
H 3.24 -5.46 1.93
H 1.14 -4.26 1.68
H -1.64 -4.24 0.50
H -3.04 -5.70 -0.87
H -2.80 -5.71 -3.33
H -1.11 -4.25 -4.40
H 0.31 -2.79 -3.03
```

The multiplicity is 5. Its charge is +1. Its expectation value of S² is 6.09. For the HOMO energy (alpha / beta), the calculation gives -10.885 / -10.886 eV. As for the energy relative to the best compared isomer or geometry (same formula, charge and spin): 0.000 eV. As for the orbital gap (alpha / beta): 6.29 / 7.96 eV. As for the total energy: -86338.196 eV.

3.
# C26H29N3O3

One molecule with the formula C26H29N3O3 (ωB97M-V/def2-TZVPD, the OMol25 dataset).

Geometry as XYZ:
```
61
C26H29N3O3 | the OMol25 dataset | ωB97M-V/def2-TZVPD
C -7.50 -2.37 -0.13
O -6.17 -2.69 -0.48
C -5.14 -1.90 -0.02
C -5.00 -1.45 1.30
C -5.93 -1.84 2.41
C -3.91 -0.65 1.60
C -2.95 -0.30 0.65
C -1.84 0.57 1.10
O -1.62 0.76 2.27
C -1.03 1.27 0.01
C -1.91 2.32 -0.69
C -1.07 3.06 -1.72
C 0.16 3.67 -1.06
N 0.95 2.63 -0.44
C 2.22 3.12 0.07
C 3.14 1.98 0.42
C 3.87 1.97 1.60
C 4.73 0.94 1.89
C 4.87 -0.12 1.00
O 5.71 -1.15 1.38
C 6.54 -1.72 0.52
N 6.70 -1.22 -0.69
C 7.58 -1.81 -1.48
C 8.31 -2.92 -1.08
C 8.06 -3.36 0.22
N 7.19 -2.78 1.01
C 4.14 -0.13 -0.18
C 3.29 0.92 -0.46
C 0.19 1.97 0.61
C -3.08 -0.81 -0.64
C -4.16 -1.60 -0.98
C -4.31 -2.15 -2.37
H -7.63 -1.29 0.00
H -7.83 -2.89 0.77
H -8.12 -2.70 -0.97
H -5.46 -1.64 3.37
H -6.86 -1.28 2.37
H -6.16 -2.90 2.36
H -3.77 -0.29 2.61
H -0.69 0.54 -0.72
H -2.77 1.84 -1.16
H -2.29 3.03 0.06
H -1.66 3.85 -2.19
H -0.75 2.36 -2.49
H 0.77 4.17 -1.81
H -0.16 4.43 -0.32
H 2.09 3.78 0.94
H 2.69 3.71 -0.73
H 3.76 2.79 2.30
H 5.30 0.92 2.81
H 7.69 -1.37 -2.47
H 9.02 -3.40 -1.72
H 8.57 -4.22 0.63
H 4.24 -0.96 -0.87
H 2.71 0.92 -1.38
H 0.83 1.22 1.09
H -0.14 2.68 1.39
H -2.33 -0.61 -1.39
H -4.28 -3.24 -2.34
H -3.52 -1.79 -3.01
H -5.27 -1.86 -2.79
```

The SMILES is COc1c(C)cc(C(=O)[C@H]2CCCN(Cc3ccc(Oc4ncccn4)cc3)C2)cc1C. For the HOMO energy, the calculation gives -8.496 eV. As for the energy relative to the best compared isomer or geometry (same formula, charge and spin): 1.370 eV. As for the orbital gap: 9.11 eV. As for the total energy: -38045.471 eV.

4.
# C26H30AgN6O7PS4

C26H30AgN6O7PS4 as an isolated structure (ωB97M-V/def2-TZVPD, the OMol25 dataset).

Geometry as XYZ:
```
75
C26H30AgN6O7PS4 | the OMol25 dataset | ωB97M-V/def2-TZVPD
Ag -0.53 0.06 0.97
C -2.52 -4.07 2.17
N -2.35 -3.02 3.15
C -3.34 -2.57 4.01
C -2.83 -1.52 4.68
N -1.54 -1.33 4.23
C -1.23 -2.26 3.27
S 0.20 -2.42 2.43
C -0.73 -0.22 4.61
C -0.57 0.11 5.95
C 0.13 1.27 6.22
C 0.64 2.03 5.16
C 0.43 1.58 3.86
N -0.25 0.47 3.60
H -2.98 -4.94 2.64
H -1.53 -4.33 1.80
H -3.14 -3.72 1.35
H -4.33 -2.99 4.01
H -3.29 -0.84 5.38
H -0.97 -0.52 6.73
H 0.29 1.59 7.24
H 1.19 2.94 5.34
H 0.81 2.12 3.00
S -1.53 2.60 0.67
C -3.05 1.87 1.11
S -3.16 0.18 1.38
C -4.18 2.68 1.26
C -5.43 2.16 1.67
N -6.48 1.80 2.01
C -4.15 4.09 1.06
N -4.20 5.23 0.91
C 0.36 -3.39 -1.08
O 0.85 -2.13 -1.50
P -0.27 -0.94 -1.72
O -1.08 -1.48 -3.04
C -0.41 -2.04 -4.17
O -1.12 1.51 -2.33
C 0.93 2.81 -2.21
H 1.22 -4.03 -0.91
H -0.27 -3.84 -1.86
H -0.21 -3.30 -0.15
H -1.01 -2.88 -4.53
H 0.59 -2.41 -3.92
H -0.33 -1.30 -4.96
H 0.40 3.72 -2.48
H 1.96 2.86 -2.57
H 0.94 2.73 -1.12
C -0.94 2.67 -4.81
C 0.12 1.75 -4.30
C 1.01 1.18 -5.11
C 2.08 0.34 -4.59
C 2.05 -0.12 -3.34
C 0.98 0.29 -2.36
C 0.22 1.58 -2.79
S 3.43 -1.18 -2.90
O 3.10 -2.53 -3.27
O 4.61 -0.61 -3.48
N 3.59 -1.09 -1.29
C 4.24 0.11 -0.75
C 4.23 0.07 0.76
C 2.87 0.39 1.42
O 2.88 0.70 2.61
O 1.86 0.29 0.65
H -1.09 2.52 -5.88
H -0.65 3.71 -4.66
H -1.88 2.52 -4.28
H 0.97 1.37 -6.18
H 2.89 0.06 -5.25
H 1.47 0.53 -1.40
H -1.19 1.79 -1.38
H 2.72 -1.31 -0.81
H 3.73 1.02 -1.10
H 5.26 0.13 -1.14
H 4.95 0.80 1.15
H 4.57 -0.91 1.11
```

Its charge is -2. For the HOMO energy, the calculation gives -1.516 eV. As for the energy relative to the best compared isomer or geometry (same formula, charge and spin): 0.894 eV. As for the orbital gap: 5.71 eV. As for the total energy: -107354.425 eV.

5.
# C26H30ClMgO5PS

C26H30ClMgO5PS as an isolated structure (ωB97M-V/def2-TZVPD, the OMol25 dataset).

Geometry as XYZ:
```
65
C26H30ClMgO5PS | the OMol25 dataset | ωB97M-V/def2-TZVPD
C 1.82 -2.64 0.08
C 1.70 -4.00 0.09
C 0.28 -4.40 0.00
C -0.28 -3.08 0.42
C -0.49 -2.15 -0.53
C -0.86 -0.91 -0.21
C -1.12 -0.57 1.09
O -1.50 0.67 1.34
C -2.83 0.85 1.94
C -3.80 1.49 1.00
C -3.55 2.97 0.75
C -3.55 3.84 2.03
C -0.92 -1.55 2.05
Cl -1.22 -1.09 3.67
C -0.48 -2.78 1.74
P -0.19 -4.00 3.10
O 0.60 -3.28 4.31
O 0.83 -5.13 2.62
S -1.83 -4.71 3.71
C -0.98 0.10 -1.34
O -1.88 0.91 -1.39
C 0.09 -0.05 -2.38
C 0.74 1.01 -2.98
C 0.47 2.43 -2.60
C 1.69 2.96 -1.79
C 1.39 3.45 -0.38
C 1.88 2.45 0.64
C 3.35 2.06 0.41
C 1.69 0.72 -3.89
C 2.02 -0.52 -4.21
C 1.39 -1.58 -3.61
C 0.45 -1.31 -2.71
C -0.26 -2.41 -1.99
O -0.64 -3.41 -2.57
H 1.41 -2.03 -0.72
H 2.37 -2.13 0.85
H 2.56 -4.65 0.11
H 0.02 -5.23 0.63
H 0.04 -4.73 -1.01
H -3.21 -0.11 2.28
H -2.74 1.46 2.83
H -3.77 0.97 0.05
H -4.80 1.34 1.40
H -2.60 3.05 0.25
H -4.32 3.35 0.10
H -4.32 4.59 1.96
H -2.60 4.34 2.11
H -3.69 3.27 2.94
H 1.05 -2.51 3.94
H 1.71 -4.76 2.47
H 0.27 3.04 -3.47
H -0.43 2.48 -2.00
H 2.45 2.19 -1.79
H 2.11 3.79 -2.34
H 1.80 4.43 -0.23
H 0.32 3.54 -0.25
H 1.81 2.89 1.62
H 1.25 1.57 0.68
H 3.38 1.18 -0.30
H 3.97 2.84 -0.02
H 3.85 1.76 1.34
H 2.23 1.53 -4.35
H 2.79 -0.74 -4.92
H 1.63 -2.59 -3.86
Mg 1.44 -0.45 1.27
```

Its charge is +2. For the HOMO energy, the calculation gives -14.446 eV. As for the orbital gap: 4.41 eV. As for the total energy: -75756.249 eV.

6.
# C26H30ClN6O4RuSSe

C26H30ClN6O4RuSSe as an isolated structure (ωB97M-V/def2-TZVPD, the OMol25 dataset).

Geometry as XYZ:
```
70
C26H30ClN6O4RuSSe | the OMol25 dataset | ωB97M-V/def2-TZVPD
Ru -1.90 0.12 -0.18
O -3.01 -3.28 4.30
C -4.13 -2.80 3.79
O -5.22 -3.09 4.17
C -3.99 -1.81 2.65
C -5.09 -1.14 2.02
Cl -6.69 -1.25 2.46
N -4.63 -0.39 0.99
N -3.28 -0.54 0.96
C -2.90 -1.39 1.94
C -1.41 -1.57 2.00
O -0.85 -2.31 2.76
O -0.75 -0.77 1.15
C -5.23 0.48 0.01
C -6.61 0.57 -0.17
C -7.11 1.46 -1.12
C -6.28 2.25 -1.89
C -4.91 2.16 -1.73
C -4.40 1.27 -0.80
H -2.19 -2.99 3.87
H -7.29 -0.02 0.40
H -8.19 1.52 -1.23
H -6.70 2.95 -2.60
H -4.24 2.77 -2.31
H -3.31 1.36 -0.62
C 5.93 -1.32 -0.77
C 5.25 -0.83 0.51
C 3.72 -0.76 0.40
C 3.28 0.30 -0.60
N 1.81 0.51 -0.59
C 1.12 1.48 -0.02
S -0.54 1.74 -0.68
N 1.50 2.34 0.88
C 2.68 2.39 1.79
C 3.23 3.81 1.83
C 3.96 4.23 0.55
C 5.35 3.62 0.44
H 7.00 -1.42 -0.62
H 5.79 -0.63 -1.60
H 5.55 -2.30 -1.06
H 5.63 0.15 0.79
H 5.49 -1.50 1.34
H 3.28 -0.56 1.37
H 3.34 -1.73 0.07
H 3.51 0.01 -1.63
H 3.76 1.27 -0.44
H 1.28 -0.09 -1.21
H 0.83 3.07 1.09
H 3.43 1.68 1.45
H 2.32 2.06 2.76
H 3.91 3.87 2.69
H 2.41 4.50 2.06
H 4.04 5.31 0.53
H 3.35 3.96 -0.32
H 5.97 3.92 1.29
H 5.85 3.95 -0.47
H 5.33 2.52 0.43
Se -3.42 -1.06 -2.85
N -2.01 -1.09 -1.63
C -1.14 -2.10 -1.98
C 0.02 -2.50 -1.34
C 0.71 -3.57 -1.88
C 0.30 -4.26 -3.05
C -0.84 -3.89 -3.70
C -1.59 -2.80 -3.17
N -2.72 -2.40 -3.71
H 0.35 -2.04 -0.42
H 1.60 -3.91 -1.37
H 0.89 -5.09 -3.41
H -1.20 -4.40 -4.58
```

Its charge is +3. For the HOMO energy, the calculation gives -17.969 eV. As for the energy relative to the best compared isomer or geometry (same formula, charge and spin): 0.350 eV. As for the orbital gap: 5.40 eV. As for the total energy: -135836.707 eV.

7.
# C26H30F5N6SbScSe5

C26H30F5N6SbScSe5 as an isolated structure (ωB97M-V/def2-TZVPD, the OMol25 dataset).

Geometry as XYZ:
```
74
C26H30F5N6SbScSe5 | the OMol25 dataset | ωB97M-V/def2-TZVPD
Sc 1.04 0.03 -0.96
C -2.39 -1.84 1.59
N -1.57 -2.73 0.79
C -2.03 -4.10 0.73
C -0.73 -2.24 -0.18
N -0.85 -1.05 -0.74
C -2.18 -0.60 -1.03
C -3.06 -1.51 -1.55
C -4.41 -1.19 -1.78
C -4.86 0.05 -1.49
C -3.97 1.06 -1.05
C -4.44 2.39 -0.92
C -3.58 3.41 -0.66
C -2.21 3.13 -0.48
C -1.74 1.84 -0.53
N -0.35 1.63 -0.39
C 0.40 2.33 0.40
N 1.75 2.36 0.02
C 2.08 3.04 -1.24
C 2.80 2.44 1.03
N 0.05 2.88 1.60
C 0.50 4.21 1.96
C -1.10 2.40 2.34
C -2.60 0.76 -0.83
N 0.35 -3.00 -0.50
C 1.01 -3.85 0.46
C 0.77 -3.17 -1.90
H -2.50 -2.28 2.58
H -3.38 -1.69 1.15
H -1.91 -0.87 1.68
H -3.09 -4.12 0.46
H -1.90 -4.60 1.69
H -1.48 -4.65 -0.04
H -2.69 -2.49 -1.83
H -5.06 -1.94 -2.22
H -5.89 0.33 -1.68
H -5.49 2.58 -1.11
H -3.92 4.43 -0.63
H -1.51 3.95 -0.36
H 2.32 4.10 -1.04
H 1.25 2.96 -1.94
H 2.95 2.56 -1.69
H 3.10 3.47 1.24
H 3.67 1.91 0.64
H 2.47 1.96 1.95
H 1.24 4.57 1.25
H 0.94 4.21 2.97
H -0.35 4.90 1.95
H -1.28 1.35 2.10
H -2.01 2.95 2.10
H -0.89 2.49 3.40
H 0.67 -3.62 1.47
H 2.09 -3.68 0.40
H 0.83 -4.91 0.26
H 1.79 -2.80 -2.06
H 0.09 -2.66 -2.58
H 0.75 -4.24 -2.13
F 5.27 -1.54 4.44
C 4.92 -1.31 3.17
C 3.60 -1.10 2.84
F 2.65 -1.13 3.78
C 3.28 -0.86 1.51
F 1.95 -0.65 1.22
C 4.19 -0.80 0.47
Se 3.62 -0.48 -1.27
C 5.52 -1.01 0.85
F 6.48 -0.98 -0.06
C 5.88 -1.26 2.17
F 7.16 -1.45 2.48
Se -1.66 -2.35 -4.58
Sb -0.99 -0.05 -4.99
Se 1.19 0.14 -3.36
Se -2.53 1.65 -4.23
Se 0.03 0.34 -7.11
```

Its charge is -1. For the HOMO energy, the calculation gives -3.320 eV. As for the energy relative to the best compared isomer or geometry (same formula, charge and spin): 2.404 eV. As for the orbital gap: 4.75 eV. As for the total energy: -403951.742 eV.